Computed, not measured: a molecular structure, C5H17NO2 in a non-equilibrium geometry, with ωB97M-V/def2-TZVPD.

Values from the calculation:
* F_max: 3.6 eV Å⁻¹
* LUMO: -3.76 eV
* highest occupied orbital energy: -0.284 Eh
* energy relative to the best compared isomer or geometry (same formula, charge and spin): 738.26 kJ/mol
* multiplicity: 1
* E: -11038.605 eV
* orbital gap: 4.0 eV

Element x y z (Å)
C (-0.11, -1.19, -3.12)
C (0.46, -0.87, -0.21)
C (-0.99, -0.45, -0.42)
C (-1.55, 0.06, 0.95)
C (-0.95, 0.64, -1.45)
N (0.74, -1.75, 0.91)
H (0.20, -2.23, -3.12)
H (0.65, -0.71, -3.79)
H (-1.12, -1.16, -3.54)
H (0.70, -1.46, -1.10)
H (-1.54, -1.33, -0.75)
H (-0.95, 0.93, 1.24)
H (-2.58, 0.33, 0.77)
H (-1.30, -0.63, 1.77)
H (-1.94, 0.86, -1.83)
H (-0.38, -0.06, -2.33)
H (-0.38, 1.46, -1.03)
H (0.89, -1.15, 1.73)
H (1.66, -2.15, 0.73)
H (1.08, 0.71, 3.27)
H (1.13, 1.61, 1.54)
O (0.96, 0.61, 2.32)
H (1.74, 2.88, 0.79)
H (1.09, 0.02, -0.14)
O (0.90, 2.42, 0.74)

List of natural (NBO) charges in e, atom by atom: C -0.45; C -0.19; C -0.27; C -0.60; C -0.26; N -0.87; H 0.25; H 0.24; H 0.22; H 0.18; H 0.20; H 0.29; H 0.20; H 0.27; H 0.23; H 0.17; H 0.31; H 0.43; H 0.35; H 0.45; H 0.50; O -1.20; H 0.44; H 0.22; O -1.11

---

Computed, not measured: C5H12N2 in the gas phase in a non-equilibrium geometry, with ωB97M-V/def2-TZVPD.

Values from the calculation:
* F_max: 5.6 eV Å⁻¹
* LUMO: 0.96 eV
* highest occupied orbital energy: -0.314 Eh
* energy relative to the best compared isomer or geometry (same formula, charge and spin): 402.48 kJ/mol
* multiplicity: 1
* E: -8355.965 eV
* orbital gap: 9.5 eV

Element x y z (Å)
C (0.70, -1.11, -2.54)
C (0.14, -1.07, -1.27)
C (1.07, -0.71, -0.06)
C (0.98, 0.71, 0.24)
N (-0.33, 1.35, 0.03)
C (-1.37, 0.57, 0.80)
N (-1.02, 0.43, 2.18)
H (0.14, -1.71, -3.17)
H (1.04, -0.08, -2.99)
H (-0.74, -1.64, -1.13)
H (2.05, -1.16, -0.27)
H (0.69, -1.43, 0.72)
H (1.63, 1.36, -0.33)
H (1.53, 0.94, 1.27)
H (-0.53, 2.39, 0.27)
H (-1.30, -0.33, 0.20)
H (-2.37, 0.96, 0.47)
H (-0.64, -0.36, 2.71)
H (-1.67, 0.90, 2.86)

List of natural (NBO) charges in e, atom by atom: C -0.45; C -0.12; C -0.48; C -0.24; N -0.65; C -0.08; N -0.90; H 0.18; H 0.22; H 0.18; H 0.24; H 0.21; H 0.21; H 0.17; H 0.37; H 0.19; H 0.20; H 0.39; H 0.37

---

Computed, not measured: 8 unconnected molecules or ions with the total composition C26H58NO9 in a non-equilibrium geometry, with ωB97M-V/def2-TZVPD.

Values from the calculation:
* F_max: 6.2 eV Å⁻¹
* LUMO: -2.72 eV
* highest occupied orbital energy: -0.424 Eh
* multiplicity: 1
* E: -47806.718 eV
* charge: +1
* orbital gap: 8.8 eV

Element x y z (Å)
O (2.15, 2.22, -0.56)
C (1.92, 0.97, -0.67)
O (0.76, 0.43, -0.01)
C (-0.05, -0.36, -0.90)
C (-0.66, 0.44, -2.15)
C (-1.39, -0.60, -3.14)
C (-1.62, -2.08, -2.57)
C (-1.54, -2.24, -0.98)
N (-1.24, -1.00, -0.21)
C (2.91, 0.10, -1.60)
C (2.75, 0.29, -3.15)
C (3.67, -0.58, -4.05)
C (4.68, -1.59, -3.40)
C (4.84, -1.75, -1.86)
C (3.93, -0.89, -0.94)
H (0.61, -1.26, -1.22)
H (0.07, 1.15, -2.67)
H (-1.50, 1.12, -1.72)
H (-2.37, -0.17, -3.58)
H (-0.69, -0.71, -4.06)
H (-0.91, -2.83, -3.04)
H (-2.69, -2.41, -2.88)
H (-0.70, -3.01, -0.75)
H (-2.52, -2.72, -0.60)
H (-2.05, -0.35, -0.16)
H (-0.97, -1.28, 0.76)
H (1.98, 1.03, -3.54)
H (3.55, -0.47, -5.18)
H (5.34, -2.23, -4.09)
H (5.57, -2.49, -1.38)
H (3.94, -0.94, 0.21)
C (6.73, 0.19, 3.36)
C (5.56, -0.69, 2.97)
O (6.01, -1.77, 2.15)
H (7.22, 0.59, 2.47)
H (6.40, 1.02, 3.99)
H (7.48, -0.38, 3.90)
H (4.82, -0.12, 2.41)
H (5.07, -1.11, 3.86)
H (6.66, -2.27, 2.66)
C (-4.40, 3.25, -2.45)
C (-3.72, 2.94, -3.77)
O (-3.60, 1.53, -3.94)
H (-3.82, 2.83, -1.62)
H (-4.49, 4.33, -2.31)
H (-5.39, 2.80, -2.41)
H (-2.72, 3.37, -3.80)
H (-4.29, 3.34, -4.61)
H (-4.49, 1.15, -3.92)
C (6.13, 2.71, -0.18)
C (7.04, 3.65, 0.59)
O (8.37, 3.16, 0.58)
H (6.15, 1.71, 0.26)
H (5.10, 3.07, -0.18)
H (6.47, 2.62, -1.21)
H (6.72, 3.73, 1.63)
H (7.03, 4.65, 0.15)
H (8.65, 3.11, -0.34)
C (7.66, 0.15, 7.82)
C (6.49, -0.74, 7.43)
O (6.94, -1.81, 6.61)
H (8.14, 0.55, 6.93)
H (7.32, 0.98, 8.45)
H (8.41, -0.42, 8.37)
H (5.75, -0.17, 6.86)
H (6.00, -1.16, 8.32)
H (7.59, -2.32, 7.12)
C (-9.28, 2.05, -1.43)
C (-8.42, 1.33, -2.44)
O (-7.05, 1.38, -2.06)
H (-8.97, 3.10, -1.34)
H (-10.33, 2.02, -1.71)
H (-9.17, 1.60, -0.44)
H (-8.52, 1.79, -3.43)
H (-8.72, 0.28, -2.53)
H (-6.97, 0.96, -1.20)
C (2.51, -4.06, 2.08)
C (2.49, -4.09, 0.56)
O (1.39, -3.31, 0.08)
H (1.58, -4.45, 2.49)
H (3.34, -4.65, 2.46)
H (2.62, -3.03, 2.44)
H (2.36, -5.11, 0.20)
H (3.41, -3.69, 0.15)
H (1.52, -2.40, 0.39)
C (-13.74, -0.42, -0.39)
C (-12.27, -0.06, -0.37)
O (-12.10, 1.34, -0.20)
H (-14.25, 0.11, -1.20)
H (-13.88, -1.49, -0.52)
H (-14.23, -0.11, 0.54)
H (-11.79, -0.35, -1.31)
H (-11.75, -0.57, 0.45)
H (-12.52, 1.59, 0.64)

List of Löwdin charges in e, atom by atom: O 0.09; C -0.31; O 0.00; C -0.27; C -0.08; C -0.15; C -0.14; C -0.13; N 0.10; C -0.08; C 0.00; C -0.04; C -0.04; C -0.03; C -0.01; H 0.17; H 0.11; H 0.13; H 0.10; H 0.13; H 0.12; H 0.12; H 0.13; H 0.15; H 0.19; H 0.20; H 0.09; H 0.10; H 0.10; H 0.10; H 0.10; C -0.08; C -0.33; O -0.10; H 0.07; H 0.08; H 0.07; H 0.10; H 0.11; H 0.09; C -0.09; C -0.30; O -0.12; H 0.07; H 0.08; H 0.05; H 0.11; H 0.11; H 0.09; C -0.09; C -0.32; O -0.09; H 0.06; H 0.07; H 0.08; H 0.11; H 0.11; H 0.08; C -0.09; C -0.33; O -0.10; H 0.07; H 0.08; H 0.07; H 0.11; H 0.11; H 0.08; C -0.09; C -0.31; O -0.12; H 0.08; H 0.06; H 0.08; H 0.12; H 0.11; H 0.09; C -0.08; C -0.29; O -0.12; H 0.08; H 0.08; H 0.07; H 0.12; H 0.10; H 0.06; C -0.09; C -0.33; O -0.10; H 0.08; H 0.08; H 0.07; H 0.11; H 0.11; H 0.09

---

Computed, not measured: C4H5N3 in the gas phase in a non-equilibrium geometry, with ωB97M-V/def2-TZVPD.

Values from the calculation:
* F_max: 10.7 eV Å⁻¹
* LUMO: -0.40 eV
* highest occupied orbital energy: -0.356 Eh
* energy relative to the best compared isomer or geometry (same formula, charge and spin): 689.53 kJ/mol
* multiplicity: 1
* E: -8692.666 eV
* orbital gap: 9.3 eV

Element x y z (Å)
H (-0.85, -2.67, 0.29)
N (-1.41, -1.80, 0.04)
C (-0.63, -0.80, -0.06)
C (-1.14, 0.52, -0.35)
C (-1.92, 1.58, 0.05)
N (0.79, -1.19, 0.20)
N (1.72, -0.16, -0.37)
C (1.71, 0.97, 0.16)
H (-2.75, 2.35, -0.09)
H (0.86, -1.74, -0.80)
H (1.12, 1.18, 0.99)
H (2.50, 1.74, -0.07)

List of natural (NBO) charges in e, atom by atom: H 0.35; N -0.57; C 0.27; C -0.09; C -0.14; N -0.47; N -0.28; C -0.09; H 0.27; H 0.39; H 0.16; H 0.19